Entry from the Open Molecules 2025 dataset: a cluster of 18 separate species, C54H140Cl12N20O12P4 in total (the ωB97M-V functional and the def2-TZVPD basis).

multiplicity = 1
net charge = 0

The geometry in XYZ format:
```
242
Properties=species:S:1:pos:R:3:forces:R:3:lowdin_charge:R:1
C -4.27233 -2.17601 -1.84008 0.164 -0.389 1.757 -0.90
Cl -3.68025 -0.96476 -0.66104 -0.053 -0.124 -0.039 0.56
Cl -3.78283 -3.82911 -1.27546 -0.125 0.679 -0.577 0.54
H -5.35199 -2.09065 -1.82043 -0.062 -0.180 -0.268 0.00
H -3.77044 -1.94493 -2.74068 0.236 -0.073 -1.098 -0.01
C -2.82505 -3.03666 3.83344 -0.829 0.279 0.896 -1.01
Cl -3.92555 -3.16244 5.25992 -0.218 -0.260 -0.222 0.51
Cl -2.57721 -4.58735 3.08548 0.295 -0.348 -0.161 0.57
H -3.36103 -2.40622 3.14975 0.209 0.335 -0.343 -0.01
H -1.93209 -2.58745 4.23570 0.315 -0.100 -0.420 -0.04
C -1.96594 -1.36122 7.30300 0.431 -0.420 0.041 -1.03
Cl -2.10815 -1.49423 9.03373 -0.260 0.006 0.749 0.54
Cl -0.83299 -2.58843 6.70010 0.055 -0.204 -0.227 0.53
H -2.93837 -1.50892 6.85129 0.150 0.124 -0.107 -0.04
H -1.48513 -0.43155 7.09777 -0.107 0.698 -0.346 0.00
C -4.47315 2.05004 5.82231 -0.411 0.757 -0.813 -1.02
Cl -5.67835 1.60481 6.99091 -0.812 -0.128 0.376 0.54
Cl -4.53840 3.78301 5.33795 -0.310 -0.036 -0.001 0.49
H -3.56142 2.02071 6.37706 0.815 -0.768 -0.471 -0.01
H -4.65070 1.48442 4.88625 0.741 0.142 0.836 0.00
C -5.19528 1.37237 1.14850 -0.922 -1.138 0.276 -1.07
Cl -6.29102 2.39583 2.04571 -0.412 0.640 0.361 0.53
Cl -3.77543 0.97376 2.09788 0.430 -0.035 0.002 0.57
H -5.76992 0.44802 0.98072 0.594 0.345 -0.193 -0.01
H -4.95189 1.85119 0.22263 0.360 0.167 -0.347 0.01
C -0.04538 -2.29649 -2.79371 -0.270 0.537 -1.063 -0.98
Cl 0.87306 -3.69370 -2.27929 0.033 -0.049 0.093 0.59
Cl 1.02069 -0.90704 -3.29223 -0.489 -0.605 0.357 0.49
H -0.65027 -2.55417 -3.66817 0.359 0.067 0.103 0.02
H -0.73369 -1.96499 -2.02970 0.229 0.126 0.370 0.00
C -7.52844 -1.57282 0.56005 -1.015 0.891 0.312 -0.37
O -7.34328 -1.67427 -0.62949 0.516 -0.208 -1.115 0.00
N -7.04892 -2.35313 1.52249 -0.296 0.103 0.829 -0.18
C -7.28735 -2.03942 2.90456 -0.168 0.937 1.414 -0.06
C -6.07735 -3.33829 1.16851 0.423 -0.342 1.078 -0.05
H -8.16786 -0.77007 0.94657 -0.176 0.140 0.188 0.14
H -7.76727 -2.78705 3.55945 0.005 -0.244 -0.880 0.10
H -7.87187 -1.10786 3.05411 0.125 -0.529 -0.584 0.10
H -6.35380 -1.81973 3.41256 0.494 -0.047 -0.006 0.07
H -6.37117 -4.31402 1.57990 -0.064 -0.023 -0.748 0.11
H -5.97111 -3.22405 0.10360 0.119 -0.839 -0.213 0.03
H -5.12251 -3.13111 1.66520 0.054 0.230 -0.172 0.07
C -2.13864 -0.02718 -5.70686 -1.344 1.378 0.528 -0.37
O -2.27073 -0.98054 -4.97045 -0.118 -0.804 0.982 -0.02
N -1.40866 -0.01402 -6.80570 -0.392 1.327 -0.350 -0.22
C -1.49176 1.10873 -7.69614 0.632 0.793 -0.358 -0.05
C -0.81786 -1.17064 -7.34344 0.800 -1.274 0.765 -0.06
H -2.69647 0.95748 -5.56822 0.646 -0.977 0.059 0.12
H -0.44042 1.37867 -7.98631 -1.043 0.089 0.041 0.11
H -2.04383 1.97415 -7.26667 0.517 -0.680 -0.095 0.09
H -2.05103 0.77303 -8.56907 0.094 0.259 -0.388 0.08
H 0.25866 -1.02672 -7.36918 0.286 0.013 -0.590 0.09
H -0.94193 -1.96300 -6.58397 -0.329 0.001 -0.760 0.10
H -1.23527 -1.38746 -8.33768 0.210 -0.261 0.331 0.10
C 3.32312 1.73917 -1.83103 0.692 0.425 -0.918 -0.33
O 2.75806 2.73102 -2.25316 -1.017 0.207 0.593 -0.03
N 4.47650 1.33869 -2.40859 -2.028 2.734 -2.150 -0.18
C 5.23528 0.30024 -1.94079 2.608 -1.275 0.880 -0.10
C 4.83512 2.09957 -3.68549 0.250 -1.246 1.332 0.02
H 2.94911 1.12577 -1.00377 0.172 -0.090 0.056 0.11
H 5.18163 -0.60666 -2.52131 -0.254 -0.553 -0.225 0.09
H 5.04755 0.10472 -0.89080 -0.398 -0.225 0.148 0.08
H 6.29256 0.59866 -1.94937 0.034 -0.106 -0.033 0.10
H 3.93747 2.51829 -4.14016 0.125 -0.327 0.115 0.08
H 5.49984 2.91542 -3.42298 0.143 0.191 0.018 0.07
H 5.37046 1.40468 -4.34585 -0.258 0.180 0.121 0.09
C 3.95422 2.34502 3.98339 0.891 0.525 1.188 -0.36
O 2.94682 2.42725 3.33256 -0.808 0.114 -0.907 0.00
N 5.21473 2.14639 3.53234 -0.509 0.326 1.438 -0.20
C 6.24228 2.01935 4.53567 0.828 -0.671 0.523 -0.06
C 5.52214 2.40849 2.15972 0.250 0.532 0.382 -0.03
H 3.95092 2.52128 5.07616 -0.214 -0.411 -0.009 0.13
H 7.07337 2.72632 4.46058 -0.287 0.245 -0.344 0.09
H 6.71029 1.01763 4.52496 -0.234 0.251 -0.165 0.09
H 5.81402 2.13498 5.53894 -0.006 0.023 -0.294 0.09
H 6.14192 1.57067 1.83184 -0.251 0.227 -0.777 0.09
H 4.52361 2.54085 1.72251 0.606 -0.335 -0.674 0.08
H 6.07952 3.37395 2.11271 -0.207 -0.664 -0.289 0.11
C 1.55864 2.20941 7.29416 -1.255 0.422 -0.320 -0.34
O 1.69288 2.87935 8.31272 0.219 -0.693 -0.808 0.00
N 2.11240 1.01470 7.00960 0.090 -0.284 0.194 -0.19
C 2.87613 0.30577 7.98781 0.975 -0.041 0.281 -0.05
C 1.90122 0.24635 5.79061 -0.823 0.412 -0.357 -0.05
H 0.84034 2.48715 6.47365 0.552 0.150 0.396 0.12
H 3.85897 0.06876 7.55344 -0.242 -0.397 0.169 0.10
H 2.32210 -0.57936 8.28089 0.198 -0.419 0.023 0.09
H 3.07812 0.88313 8.87951 -0.245 0.409 0.047 0.08
H 2.77095 0.30632 5.14245 0.128 0.144 -0.205 0.06
H 1.77006 -0.82446 5.99049 -0.181 0.278 0.335 0.08
H 1.00040 0.61462 5.25938 0.555 -0.107 0.245 0.07
C -1.21899 3.09997 4.79564 -0.683 -2.108 1.405 -0.38
O -1.07217 1.88472 4.63976 0.115 0.237 0.124 -0.04
N -1.17438 3.97492 3.83108 0.987 0.880 -1.503 -0.18
C -1.15815 5.38243 3.97107 -1.322 1.374 -0.263 -0.06
C -0.82001 3.59059 2.48678 -0.322 -1.451 -0.654 -0.04
H -1.52951 3.45998 5.79404 0.347 0.495 -0.255 0.14
H -1.41601 5.75097 4.95902 0.360 -0.243 0.286 0.10
H -1.98169 5.71800 3.33120 0.106 0.472 -0.013 0.09
H -0.24955 5.83839 3.56676 0.101 -0.154 0.367 0.10
H -1.04851 2.52129 2.38989 0.081 0.263 -0.048 0.06
H -1.44117 4.10723 1.72473 0.473 0.049 0.601 0.11
H 0.25817 3.69443 2.29174 -0.367 0.370 0.062 0.09
C -1.55884 5.78438 -2.81685 -1.063 2.117 -1.973 -0.37
O -1.04445 6.87550 -3.01783 0.292 0.281 0.359 -0.01
N -0.93623 4.74786 -2.31709 -0.187 -1.171 1.406 -0.21
C -1.53435 3.45305 -2.21281 1.097 -1.459 -0.868 -0.05
C 0.46289 4.86944 -2.01301 0.199 -0.784 -0.204 -0.04
H -2.58337 5.68794 -3.24316 0.111 -0.815 0.746 0.14
H -2.60939 3.52273 -2.30357 -0.205 -0.113 0.026 0.08
H -1.22201 2.94509 -1.28344 -0.414 0.412 -0.069 0.08
H -1.10881 2.77307 -3.02077 -0.692 0.657 0.654 0.11
H 0.75610 4.25421 -1.13434 -0.251 0.551 -0.530 0.09
H 0.96637 4.48104 -2.89518 0.672 -0.036 0.157 0.09
H 0.65418 5.92128 -1.92205 0.427 0.353 0.311 0.08
C -0.22778 -0.14711 2.51495 -1.575 -1.134 -0.327 -0.35
O -1.11499 -0.97691 2.77960 1.369 0.877 -0.277 -0.04
N 0.12100 0.22745 1.27196 2.156 0.862 0.292 -0.14
C 1.12676 1.35062 1.11641 -0.543 -0.373 0.449 -0.03
C -0.21073 -0.60862 0.15604 -0.575 0.875 -0.230 -0.09
H 0.35535 0.37131 3.24025 0.179 0.488 1.081 0.09
H 2.15979 1.11279 0.77269 -0.968 -0.570 0.099 0.06
H 1.29082 1.80979 2.10728 -0.293 -0.283 -0.587 0.05
H 0.71745 2.10876 0.43005 0.068 -0.268 0.165 0.08
H -0.71522 0.04428 -0.53697 -0.569 -0.096 -0.704 0.07
H 0.66110 -0.97005 -0.36021 0.625 -0.371 0.020 0.06
H -0.86506 -1.40497 0.49668 -0.014 -0.033 -0.097 0.07
O 6.59010 6.68064 0.84066 -0.174 0.135 0.273 -0.30
P 6.40803 7.10811 -0.56137 -0.165 -1.213 -0.444 0.47
N 6.07671 8.71791 -0.67322 -0.509 0.527 0.487 -0.31
C 5.63926 9.45182 0.54517 -0.098 -0.295 -1.179 -0.08
C 5.93278 9.45188 -1.93036 -1.352 -1.679 0.112 -0.11
N 5.30149 6.08914 -1.32271 -0.211 0.049 0.846 -0.30
C 4.82818 6.36495 -2.68668 -0.663 0.110 0.557 -0.12
C 4.24138 5.52589 -0.41031 0.251 0.586 -1.996 -0.07
N 7.74002 6.93857 -1.54480 -0.724 -0.081 -0.206 -0.30
C 8.76897 7.91263 -1.18885 0.059 -0.052 -0.478 -0.11
C 8.18433 5.56038 -1.85696 -0.307 0.959 -0.040 -0.09
H 5.61326 8.76737 1.36677 0.070 -0.406 0.456 0.06
H 4.61989 9.86008 0.41695 0.484 0.050 -0.049 0.09
H 6.37388 10.22293 0.76340 -0.141 0.341 0.043 0.08
H 6.07253 10.47168 -1.73871 1.004 1.557 0.070 0.06
H 4.89084 9.43633 -2.27405 -0.100 -0.277 -0.060 0.08
H 6.52502 9.01849 -2.73782 0.293 0.314 0.251 0.08
H 4.45280 5.42759 -3.15371 0.598 0.482 0.088 0.08
H 3.94676 7.03374 -2.66110 0.179 -0.081 -0.014 0.08
H 5.60079 6.89354 -3.26462 -0.164 -0.596 0.065 0.07
H 3.84605 4.66116 -0.94420 -0.171 -0.132 0.168 0.06
H 4.63806 5.22957 0.54482 0.217 0.170 0.233 0.05
H 3.43414 6.26799 -0.33789 -0.021 -0.200 0.393 0.08
H 9.06587 7.83990 -0.13682 0.487 -0.274 -0.198 0.09
H 9.56793 7.80586 -1.92345 0.367 -0.018 0.445 0.09
H 8.37281 8.91926 -1.30051 -0.005 -0.004 -0.131 0.06
H 8.83051 5.61968 -2.71058 0.852 0.099 -0.284 0.07
H 7.36826 4.94091 -2.23244 -0.192 0.163 0.615 0.06
H 8.68946 5.12446 -0.99894 0.052 -0.354 -0.001 0.08
O 4.31201 -4.44498 3.59179 -0.033 0.047 -0.291 -0.29
P 3.66180 -3.71210 2.48203 -0.176 0.456 2.133 0.49
N 2.01245 -3.90777 2.49574 2.289 -0.351 -0.530 -0.29
C 1.33791 -3.83737 3.74354 -0.466 1.441 0.436 -0.11
C 1.25285 -3.92796 1.29661 -2.050 0.073 0.545 -0.11
N 4.13156 -4.16761 1.00839 -0.025 -0.434 -1.329 -0.31
C 4.10013 -5.58324 0.65328 -0.844 -0.237 1.411 -0.08
C 4.26057 -3.22059 -0.05926 0.478 -0.326 -0.894 -0.11
N 4.01795 -2.06018 2.61600 -0.416 -1.348 0.349 -0.30
C 5.38875 -1.65038 2.90365 -1.152 0.351 -0.233 -0.08
C 3.12372 -1.04005 2.20584 -0.944 1.534 0.402 -0.13
H 0.74066 -2.91012 3.74017 -0.360 -0.293 0.287 0.07
H 2.06379 -3.72558 4.53267 0.329 -0.073 0.282 0.07
H 0.72530 -4.68751 3.99447 -0.406 -0.468 -0.231 0.08
H 1.73490 -4.13422 0.36846 0.763 -0.121 -0.224 0.02
H 0.65649 -3.03338 1.19739 0.001 0.910 -0.291 0.06
H 0.45326 -4.64351 1.42221 -0.223 -0.846 -0.114 0.08
H 3.43461 -5.85125 -0.16816 0.183 0.426 -0.423 0.09
H 5.11029 -5.91737 0.51552 0.430 -0.457 -0.396 0.08
H 3.65764 -6.14285 1.50586 0.547 0.310 -0.330 0.07
H 3.38614 -3.15641 -0.73832 0.148 0.261 0.498 0.06
H 4.58075 -2.28501 0.36126 -0.405 0.638 -0.052 0.04
H 5.09647 -3.49801 -0.69580 0.220 -0.322 -0.231 0.09
H 5.92176 -1.44643 1.96955 0.218 0.364 -0.002 0.07
H 5.28742 -0.73537 3.52765 0.627 -0.546 -0.246 0.08
H 5.87810 -2.47959 3.38590 0.275 -0.037 0.496 0.07
H 3.28904 -0.72251 1.19360 0.226 0.233 -1.045 0.05
H 3.24026 -0.09049 2.79393 0.078 -0.827 -0.122 0.08
H 2.03891 -1.26196 2.24962 0.732 -0.500 0.219 0.08
O 0.59784 -8.67133 -0.94459 0.181 -0.265 0.742 -0.30
P -0.32993 -8.72546 0.21544 -0.253 0.555 -1.238 0.50
N 0.38080 -8.39363 1.67042 -0.696 0.576 -0.756 -0.32
C -0.42984 -8.11349 2.83357 -0.375 0.475 0.650 -0.11
C 1.80050 -8.57345 1.85454 0.294 0.247 0.294 -0.11
N -1.12898 -10.13791 0.53462 0.233 -1.011 -0.192 -0.30
C -1.79858 -10.77826 -0.61367 -0.853 1.196 0.878 -0.10
C -0.42460 -11.12967 1.36641 -0.761 0.895 0.171 -0.10
N -1.62693 -7.74083 -0.14811 0.023 0.182 0.427 -0.30
C -1.51741 -6.69245 -1.13937 1.318 0.628 -0.072 -0.13
C -2.80142 -7.63001 0.67568 -0.549 -0.206 0.310 -0.14
H 0.22594 -7.72029 3.60653 0.043 0.284 0.066 0.08
H -0.89692 -8.98647 3.29405 -0.040 -0.368 -0.145 0.07
H -1.26324 -7.38455 2.68931 0.888 -0.419 -0.236 0.06
H 1.99191 -9.51724 2.39618 0.291 0.326 -0.163 0.09
H 2.16252 -7.71311 2.43428 0.159 -0.335 0.106 0.08
H 2.33049 -8.54837 0.89221 -0.338 -0.251 0.253 0.08
H -2.71464 -11.29234 -0.28508 0.393 -0.056 -0.085 0.09
H -2.08284 -10.00143 -1.30566 -0.316 0.331 -0.192 0.07
H -1.15491 -11.40460 -1.17259 0.788 -1.032 -0.341 0.07
H -0.19428 -10.69718 2.33614 0.480 0.187 -0.104 0.05
H -1.20431 -11.83012 1.63488 0.290 -0.960 -0.324 0.08
H 0.47766 -11.51176 0.87023 -0.350 -0.382 0.251 0.10
H -2.23793 -6.80452 -1.94522 -0.431 -0.027 0.042 0.08
H -1.60538 -5.66126 -0.69865 0.017 -0.846 -0.259 0.05
H -0.52417 -6.79252 -1.61438 -0.460 0.228 0.242 0.07
H -2.90955 -8.50374 1.33175 0.239 0.392 0.025 0.08
H -3.69813 -7.64980 0.05524 -0.122 0.182 -0.221 0.08
H -2.81644 -6.68156 1.24880 -0.039 -0.419 -0.099 0.04
O -4.52621 2.29301 -6.37444 1.453 1.282 -0.134 -0.27
P -5.75485 1.53675 -6.19071 0.174 -0.919 0.476 0.45
N -5.97987 0.25894 -7.16790 -1.102 -1.175 -1.006 -0.31
C -5.26141 -0.97965 -6.98509 -0.523 -0.782 -0.552 -0.10
C -6.37851 0.45646 -8.55891 -0.304 0.579 0.376 -0.09
N -7.09291 2.43556 -6.51953 -1.262 -0.627 0.791 -0.29
C -8.42574 1.77117 -6.43565 -0.350 0.811 0.090 -0.11
C -7.09031 3.79850 -6.00778 0.742 0.489 -1.373 -0.11
N -5.70910 0.79153 -4.70869 -0.068 1.013 0.144 -0.29
C -6.87237 0.17266 -4.17627 -0.519 -1.198 1.289 -0.12
C -4.71294 1.11677 -3.69824 -0.791 -0.505 -0.129 -0.09
H -4.40022 -1.00995 -7.66668 0.343 -0.032 0.568 0.09
H -5.84584 -1.88914 -7.24454 -0.224 0.695 -0.229 0.09
H -5.07834 -1.12696 -5.94076 0.928 0.103 0.427 0.06
H -5.45611 0.51098 -9.15570 -0.469 0.128 -0.332 0.09
H -7.00584 1.36862 -8.62589 0.753 -0.434 -0.251 0.08
H -7.01694 -0.36886 -8.88277 0.240 -0.149 -0.067 0.08
H -9.06802 2.15014 -7.22456 0.082 -0.029 -0.551 0.08
H -8.36538 0.68733 -6.51095 0.139 0.233 -0.166 0.06
H -9.03592 2.02372 -5.54314 0.847 -0.104 0.089 0.09
H -6.09110 4.25484 -6.13847 -0.374 -0.470 0.171 0.08
H -7.74041 4.38997 -6.66611 -0.228 0.004 0.585 0.09
H -7.35485 3.82091 -4.96661 -0.439 0.313 0.529 0.08
H -6.60142 -0.74274 -3.60831 0.025 0.387 -0.106 0.09
H -7.43246 0.80093 -3.46239 0.118 0.011 -0.220 0.10
H -7.55278 -0.18370 -4.93068 -0.132 0.055 -0.364 0.06
H -5.09868 1.71597 -2.87590 -0.520 -0.201 0.356 0.08
H -3.98207 1.74678 -4.12371 1.128 0.304 -0.624 0.04
H -4.32421 0.16027 -3.35009 0.396 0.298 0.289 0.05
```
Forces are in eV/Å.

=====

Entry from the Open Molecules 2025 dataset: a cluster of 2 separate species, C3H10NO2 in total (the ωB97M-V functional and the def2-TZVPD basis).

multiplicity = 1
energy above the lowest of the compared OMol25 structures with the same formula, charge and spin = 1.246 eV
net charge = -1

The geometry in XYZ format:
```
16
Properties=species:S:1:pos:R:3:forces:R:3:lowdin_charge:R:1
C -0.10211 0.49108 0.71142 -2.949 0.104 -1.152 -0.43
O -0.35395 0.63270 -0.67099 1.026 -1.103 1.817 -0.34
C 0.67593 -0.75529 1.20087 -2.513 1.592 1.631 -0.50
C 1.89070 -0.69810 0.40346 1.579 2.277 -2.425 -0.13
N -0.12118 -1.97789 0.99667 1.124 -1.122 -0.502 0.00
H 0.28174 1.40889 1.11547 1.128 0.712 0.511 0.07
H -1.06797 0.40790 1.27752 -0.153 -0.038 -0.111 0.08
H 0.79211 -0.68208 2.32617 0.277 0.265 -1.075 0.13
H 1.56551 -1.13118 -0.54040 0.397 0.216 -0.502 0.06
H 2.70221 -1.25771 0.75013 1.442 -0.947 0.694 0.03
H 2.29781 0.44865 0.09251 -1.356 -3.116 1.147 0.15
H 0.04138 -2.29171 0.03634 -0.730 0.158 0.448 0.05
H -1.11601 -1.99556 1.25466 0.878 0.724 -0.415 0.06
H -1.36800 1.43839 -1.49201 0.028 -0.108 0.901 -0.06
H -1.01946 1.94025 -2.79973 -0.664 0.368 0.098 0.00
O -1.77707 2.03395 -2.19049 0.486 0.019 -1.064 -0.19
```
Forces are in eV/Å.

=====

no.,E_LUMO (eV)
1,0.26
2,4.28